(1)
ORCA calculation (ωB97M-V/def2-TZVPD) on a structure of composition C37H38As3ClO3PdS.

XYZ file:
```
84
Properties=species:S:1:pos:R:3:forces:R:3
Pd 1.182 0.238 1.201 0.033 -0.411 0.530
S 1.809 1.993 2.641 -0.079 0.352 -0.046
C 1.234 3.517 1.913 0.023 -0.208 0.059
C 1.861 4.685 2.361 -0.007 0.046 0.030
C 1.449 5.927 1.922 -0.005 0.054 -0.021
C 0.402 6.043 1.015 -0.039 0.036 -0.010
C -0.218 4.896 0.551 -0.053 0.018 -0.039
C 0.189 3.636 0.983 0.236 -0.116 0.042
As -0.600 1.992 0.344 -0.428 -0.107 -0.461
C -2.471 2.492 0.098 0.065 0.189 0.167
C -3.163 2.903 1.236 0.042 -0.032 0.071
C -4.511 3.210 1.169 -0.040 0.015 0.011
C -5.189 3.099 -0.037 0.004 0.001 -0.018
C -4.507 2.688 -1.171 -0.075 0.015 0.015
C -3.154 2.387 -1.106 0.073 -0.016 -0.079
C -0.023 1.930 -1.523 0.079 -0.019 0.113
C -0.355 0.772 -2.230 0.081 -0.078 0.086
C 0.145 0.554 -3.503 -0.005 -0.034 -0.049
C 0.997 1.486 -4.084 -0.008 -0.005 -0.025
C 1.332 2.636 -3.389 -0.005 0.043 -0.034
C 0.824 2.858 -2.113 -0.124 0.108 -0.051
H 2.674 4.605 3.072 0.015 -0.028 0.019
H 1.949 6.814 2.289 0.002 0.025 0.013
H 0.072 7.016 0.677 0.004 0.008 -0.015
H -1.037 4.973 -0.156 0.007 -0.004 0.006
H -2.645 2.986 2.188 0.005 -0.009 -0.052
H -5.034 3.530 2.061 -0.011 0.005 0.010
H -6.244 3.333 -0.090 -0.027 0.005 -0.005
H -5.029 2.602 -2.115 -0.008 -0.003 -0.021
H -2.639 2.076 -2.007 0.011 0.009 0.033
H -0.987 0.023 -1.760 -0.022 0.032 0.009
H -0.119 -0.348 -4.040 -0.004 -0.012 -0.013
H 1.391 1.316 -5.078 0.024 -0.012 -0.014
H 1.990 3.368 -3.839 0.013 0.012 -0.009
H 1.090 3.763 -1.579 -0.017 -0.013 0.005
C 4.672 0.215 1.326 -0.013 0.102 -0.017
As 3.177 0.729 0.197 0.494 0.089 -0.097
C 3.740 2.487 -0.395 0.064 -0.141 0.108
C 3.422 -0.463 -1.327 -0.148 0.131 -0.097
C 4.319 -0.197 -2.356 0.001 -0.032 0.098
C 4.435 -1.085 -3.415 0.046 0.020 -0.041
C 3.658 -2.233 -3.448 0.015 -0.022 -0.068
C 2.760 -2.498 -2.426 -0.065 -0.009 0.066
C 2.631 -1.611 -1.363 0.100 0.089 0.029
As 1.348 -1.844 0.084 -0.213 -0.228 -0.382
C 2.198 -3.184 1.208 -0.054 -0.045 -0.042
C -0.058 -2.895 -0.741 0.049 -0.090 0.027
H 5.591 0.191 0.740 -0.019 0.020 0.019
H 4.479 -0.768 1.751 0.002 0.029 -0.036
H 4.748 0.945 2.132 -0.002 -0.042 -0.024
H 4.810 2.441 -0.604 -0.035 0.045 -0.005
H 3.553 3.177 0.427 0.007 -0.016 -0.013
H 3.192 2.804 -1.275 -0.007 -0.075 -0.029
H 4.922 0.703 -2.347 -0.005 0.007 0.024
H 5.128 -0.876 -4.219 0.001 0.003 -0.020
H 3.741 -2.919 -4.280 0.011 -0.018 -0.020
H 2.144 -3.387 -2.479 0.003 -0.012 0.032
H 2.599 -3.978 0.578 -0.017 -0.003 0.044
H 1.452 -3.593 1.889 -0.011 0.038 -0.025
H 2.996 -2.731 1.793 0.002 0.017 -0.029
H 0.343 -3.863 -1.043 0.031 0.033 -0.062
H -0.453 -2.356 -1.601 0.029 -0.005 0.004
H -0.863 -3.028 -0.021 0.112 0.001 -0.041
C -4.643 -3.089 0.392 -0.056 0.066 -0.039
C -3.691 -4.078 0.989 0.110 -0.009 0.154
C -3.484 -5.327 0.432 0.014 0.011 0.042
C -2.559 -6.200 0.988 0.011 -0.044 -0.030
Cl -2.316 -7.763 0.256 0.015 -0.029 -0.020
C -1.831 -5.848 2.103 0.006 -0.028 -0.025
C -2.031 -4.599 2.678 -0.027 0.088 0.022
C -2.956 -3.721 2.131 0.042 0.137 -0.368
O -3.226 -2.480 2.625 -0.194 -0.174 0.410
C -2.157 -1.751 3.189 0.085 0.044 -0.274
C -1.282 -1.144 2.081 0.115 -0.216 0.032
O -0.179 -0.693 2.532 0.121 0.235 0.451
O -1.632 -1.189 0.905 -0.293 0.130 0.053
H -5.131 -3.505 -0.488 0.001 0.010 -0.015
H -4.109 -2.177 0.121 0.027 -0.001 -0.009
H -5.407 -2.797 1.113 -0.031 -0.013 0.016
H -4.034 -5.622 -0.451 -0.026 -0.019 -0.038
H -1.116 -6.539 2.525 0.018 -0.028 0.020
H -1.463 -4.333 3.558 -0.007 0.002 0.007
H -1.512 -2.360 3.823 -0.077 0.047 0.060
H -2.590 -0.969 3.812 0.010 0.036 -0.107
```
Forces are in eV/Å.

LUMO   -0.03 eV
HOMO   -7.276 eV
2S+1   1
E_tot   -9352.072266 a.u.
Energy above the lowest of the compared OMol25 structures with the same formula, charge and spin   65.5 kJ/mol



(2)
ORCA calculation (ωB97M-V/def2-TZVPD) on a structure of composition C37H38AsBN6OSTi.

XYZ file:
```
86
Properties=species:S:1:pos:R:3:forces:R:3
Ti -0.362 1.331 0.256 0.724 -0.172 -0.309
C -0.648 3.632 -3.560 -0.025 -0.020 -0.026
C -0.636 2.440 -2.826 -0.028 0.030 0.012
N -0.745 2.697 -1.529 0.346 0.113 0.020
N -0.820 4.035 -1.398 -0.165 -0.048 -0.108
C -0.762 4.622 -2.603 -0.044 -0.003 0.009
B -0.868 4.659 0.007 0.011 0.080 0.060
N 0.480 4.410 0.692 0.043 0.001 0.099
C 1.429 5.276 1.079 -0.056 0.029 0.004
C 2.491 4.555 1.586 0.035 -0.034 0.033
C 2.093 3.219 1.461 -0.046 0.058 0.016
N 0.883 3.143 0.926 0.045 0.040 -0.157
N -1.958 3.950 0.841 -0.090 -0.021 0.015
C -3.081 4.464 1.362 0.043 0.001 -0.001
C -3.740 3.464 2.051 -0.071 0.001 0.048
C -2.920 2.343 1.894 0.055 0.039 0.008
N -1.852 2.648 1.166 -0.356 0.136 0.204
H -0.577 3.755 -4.627 -0.003 -0.003 0.020
H -0.538 1.417 -3.154 0.030 0.007 0.000
H -0.808 5.696 -2.691 -0.004 -0.043 0.005
H -1.108 5.835 -0.060 0.028 0.030 -0.024
H 1.275 6.338 0.969 0.012 -0.054 -0.002
H 3.411 4.934 1.994 -0.017 -0.007 -0.006
H 2.612 2.318 1.739 0.034 -0.044 0.003
H -3.323 5.504 1.214 0.000 -0.023 -0.005
H -4.667 3.537 2.591 0.016 0.001 -0.009
H -3.036 1.340 2.270 0.000 0.012 0.015
S 1.777 0.711 -1.122 -0.270 0.154 0.160
C 2.392 -0.774 -0.415 -0.023 -0.181 0.017
C 3.534 -0.749 0.398 -0.042 0.030 -0.025
C 4.056 -1.904 0.947 0.024 -0.064 0.035
C 3.459 -3.135 0.692 0.020 0.015 0.012
C 2.339 -3.182 -0.121 -0.028 0.052 0.023
C 1.796 -2.020 -0.664 0.055 0.055 0.019
As 0.267 -2.087 -1.888 0.016 0.023 -0.010
C 1.209 -3.129 -3.267 0.017 -0.019 0.006
C 1.783 -2.381 -4.293 -0.005 -0.038 -0.003
C 2.522 -2.996 -5.293 0.005 0.015 -0.017
C 2.688 -4.374 -5.287 0.007 -0.008 -0.014
C 2.120 -5.128 -4.269 -0.004 -0.009 0.016
C 1.390 -4.509 -3.263 0.039 -0.001 -0.045
C -0.737 -3.534 -1.025 -0.088 0.028 0.008
C -0.848 -3.588 0.363 0.019 -0.012 -0.002
C -1.706 -4.494 0.972 0.005 0.021 0.032
C -2.474 -5.357 0.204 -0.018 -0.013 0.007
C -2.385 -5.301 -1.181 -0.006 -0.014 -0.005
C -1.531 -4.391 -1.787 -0.004 -0.002 0.017
H 4.005 0.208 0.588 -0.004 0.017 0.013
H 4.935 -1.847 1.579 -0.012 -0.006 -0.008
H 3.863 -4.045 1.117 0.013 -0.003 0.005
H 1.876 -4.140 -0.330 -0.012 -0.006 -0.002
H 1.661 -1.303 -4.295 -0.005 0.007 -0.008
H 2.968 -2.398 -6.079 0.001 -0.007 0.006
H 3.260 -4.857 -6.069 -0.001 -0.001 0.005
H 2.253 -6.204 -4.253 -0.001 0.002 -0.003
H 0.964 -5.109 -2.469 -0.010 -0.008 0.000
H -0.262 -2.911 0.975 0.004 0.015 0.018
H -1.778 -4.517 2.054 0.004 -0.003 -0.021
H -3.144 -6.063 0.680 0.011 0.005 -0.007
H -2.987 -5.964 -1.791 0.001 0.006 0.001
H -1.480 -4.351 -2.870 0.002 0.009 -0.015
C -3.662 0.583 -1.483 0.027 -0.037 -0.026
C -2.801 -0.438 -0.743 -0.041 0.172 -0.013
C -3.554 -1.032 0.443 0.027 -0.015 0.006
O -1.612 0.158 -0.318 -0.319 -0.284 -0.067
H -3.917 1.407 -0.812 0.008 0.006 0.001
H -4.588 0.125 -1.845 0.025 -0.003 0.020
H -3.117 0.992 -2.333 -0.009 0.008 -0.007
H -2.551 -1.249 -1.440 0.025 -0.027 0.016
H -3.984 -0.235 1.054 -0.013 -0.014 -0.013
H -2.872 -1.612 1.063 0.019 -0.058 0.002
H -4.364 -1.684 0.108 0.017 0.019 -0.010
C 0.116 0.186 2.149 -0.068 0.005 -0.023
C 0.783 0.831 3.288 0.053 0.063 0.069
C 2.095 0.503 3.671 -0.094 0.053 -0.035
C 2.750 1.175 4.692 0.025 0.012 0.014
C 2.120 2.198 5.389 0.025 -0.004 0.021
C 0.813 2.524 5.045 -0.025 0.008 -0.004
C 0.161 1.856 4.023 0.031 -0.014 -0.009
H -0.914 -0.090 2.412 0.002 0.033 0.002
H 0.641 -0.726 1.847 0.022 -0.010 0.011
H 2.601 -0.294 3.141 0.050 -0.061 -0.058
H 3.766 0.891 4.950 -0.014 0.005 -0.005
H 2.632 2.725 6.186 -0.010 -0.010 -0.020
H 0.297 3.319 5.574 0.008 -0.012 -0.003
H -0.849 2.149 3.756 -0.003 -0.001 -0.006
```
Forces are in eV/Å.

LUMO (spin up / spin down)   2.62 / 2.62 eV
HOMO (spin up / spin down)   -4.108 / -4.165 eV
2S+1   2
⟨S²⟩   0.7535
E_tot   -5345.046285 a.u.
Net charge   -1
Energy above the lowest of the compared OMol25 structures with the same formula, charge and spin   0.0 kJ/mol



(3)
ORCA calculation (ωB97M-V/def2-TZVPD) on a structure of composition C37H38CrF9N7O6S3 in a non-equilibrium geometry.

XYZ file:
```
101
Properties=species:S:1:pos:R:3:forces:R:3
Cr -0.026 0.206 0.106 0.854 -1.258 -0.871
O -0.277 -0.153 2.016 -0.185 -0.356 0.651
N 0.281 0.336 3.092 0.214 0.250 0.566
C -0.302 0.027 4.273 0.000 0.037 -0.113
C 0.212 0.445 5.471 -0.132 -0.052 0.217
C 1.361 1.236 5.480 0.166 0.125 -0.456
C 1.941 1.569 4.276 -0.334 -0.099 0.897
C 1.412 1.127 3.052 0.207 -0.040 -0.980
S 2.134 1.548 1.578 0.317 0.020 0.231
H -1.206 -0.553 4.180 0.021 -0.062 -0.077
H -0.289 0.169 6.388 -0.050 -0.029 -0.040
H 1.779 1.593 6.413 0.041 -0.003 0.019
H 2.821 2.192 4.232 0.025 -0.028 -0.083
C -0.255 -1.030 -2.558 -0.099 -0.240 -0.248
N -0.209 -1.142 -4.018 -0.019 -0.142 -0.021
C -1.129 -0.156 -4.582 0.029 0.024 -0.048
N -0.767 1.203 -4.195 -0.029 0.053 -0.062
C -0.802 1.296 -2.733 -0.291 0.168 -0.093
N 0.126 0.324 -2.093 -0.042 -0.208 -0.218
C 1.480 0.630 -2.598 0.227 0.006 -0.087
N 1.556 0.530 -4.061 0.044 0.087 -0.034
C 1.146 -0.819 -4.453 0.045 -0.002 -0.034
C 0.595 1.474 -4.637 0.020 0.001 -0.033
H 0.442 -1.762 -2.146 0.037 0.117 0.087
H -1.260 -1.250 -2.197 -0.002 0.063 0.028
H -2.137 -0.364 -4.218 0.009 -0.025 -0.011
H -1.112 -0.237 -5.675 0.002 0.002 0.035
H -1.808 1.088 -2.377 0.047 -0.037 0.092
H -0.509 2.302 -2.446 0.045 -0.037 0.085
H 2.193 -0.073 -2.167 -0.095 0.024 0.048
H 1.735 1.650 -2.299 -0.047 -0.035 0.061
H 1.842 -1.538 -4.013 -0.022 0.002 -0.007
H 1.196 -0.896 -5.545 0.014 0.002 0.029
H 0.645 1.402 -5.730 -0.015 -0.012 0.026
H 0.869 2.487 -4.335 -0.010 -0.014 0.021
F -4.614 0.295 -2.445 0.066 -0.007 0.098
C -4.765 -0.314 -1.248 -0.239 -0.084 -0.178
F -6.077 -0.156 -0.918 0.132 -0.065 0.036
F -4.599 -1.624 -1.458 0.162 0.145 -0.021
C -3.726 0.265 -0.208 -0.418 0.099 0.012
O -2.505 0.037 -0.601 0.004 -0.050 0.233
C -4.042 1.818 -0.067 -0.152 0.291 -0.063
F -3.588 2.494 -1.131 0.121 -0.123 0.075
F -5.365 2.141 0.027 0.121 -0.064 -0.056
F -3.467 2.342 1.024 0.053 -0.087 -0.073
C -4.098 -0.360 1.191 -0.277 0.015 0.308
F -4.253 -1.694 1.146 0.154 0.060 -0.045
F -3.163 -0.099 2.112 0.068 -0.104 -0.134
F -5.269 0.117 1.709 0.122 -0.013 -0.087
C 6.541 4.208 0.175 -0.049 -0.110 0.035
C 6.456 2.733 0.473 0.161 0.045 0.050
C 7.374 2.163 1.348 0.035 0.003 0.050
C 7.328 0.808 1.634 -0.042 0.003 -0.073
C 6.349 0.019 1.060 -0.029 -0.024 0.074
C 5.413 0.575 0.188 0.271 0.074 -0.013
N 4.391 -0.209 -0.373 -0.244 0.303 0.095
C 4.509 -1.581 -0.544 -0.152 -0.387 -0.091
C 5.675 -2.102 -1.117 0.103 0.002 -0.012
C 5.814 -3.455 -1.363 -0.044 0.036 0.029
C 4.784 -4.326 -1.040 -0.011 -0.179 -0.030
C 3.632 -3.828 -0.457 -0.028 0.110 -0.016
C 3.470 -2.470 -0.205 0.234 0.075 -0.075
C 2.178 -2.010 0.427 -0.499 0.321 0.241
O 1.764 -2.606 1.430 0.238 -0.095 -0.104
O 1.587 -1.048 -0.174 0.636 -0.641 0.006
C 5.482 1.940 -0.137 -0.065 -0.174 -0.035
C 4.506 2.513 -1.125 0.046 -0.075 0.129
H 7.251 4.692 0.846 0.007 0.002 -0.001
H 5.568 4.683 0.302 0.011 0.073 -0.054
H 6.875 4.380 -0.851 -0.059 0.075 -0.015
H 8.127 2.788 1.818 -0.016 0.030 -0.027
H 8.042 0.370 2.321 -0.006 -0.008 0.011
H 6.279 -1.031 1.310 -0.010 -0.018 -0.011
H 3.452 0.125 -0.167 -0.006 -0.150 0.049
H 6.473 -1.418 -1.376 -0.002 0.025 -0.013
H 6.721 -3.830 -1.822 0.018 0.033 0.006
H 4.873 -5.386 -1.245 0.011 -0.002 0.010
H 2.824 -4.497 -0.190 -0.043 -0.011 0.058
H 4.232 1.754 -1.858 -0.030 0.030 -0.023
H 4.922 3.374 -1.646 -0.035 0.017 -0.007
H 3.592 2.828 -0.618 -0.117 0.066 -0.045
O 0.233 4.000 -1.229 -0.090 0.220 0.556
S -0.370 3.468 0.037 0.018 -1.555 -0.844
N -0.511 1.990 0.147 -0.762 4.164 0.512
C -1.454 -3.129 2.020 0.368 0.304 -0.274
S -0.790 -2.849 0.342 -1.040 -1.374 0.305
O -1.991 -2.773 -0.525 -0.171 0.054 -0.269
C -0.325 -4.618 0.102 0.475 0.164 -0.003
C -0.792 -5.198 -1.068 -0.161 0.173 -0.058
C -0.486 -6.516 -1.373 0.061 -0.132 0.116
C 0.305 -7.260 -0.510 -0.044 0.015 -0.044
C 0.791 -6.674 0.652 0.022 -0.047 0.071
C 0.478 -5.359 0.963 0.017 0.099 -0.021
H -2.197 -3.921 1.970 0.007 -0.037 -0.092
H -1.905 -2.182 2.297 -0.013 0.055 0.067
H -0.629 -3.364 2.685 0.053 0.004 0.087
H -1.417 -4.596 -1.717 -0.016 0.004 0.001
H -0.870 -6.967 -2.280 0.002 0.041 -0.026
H 0.540 -8.294 -0.738 0.037 0.012 -0.016
H 1.429 -7.244 1.317 -0.034 0.006 0.025
H 0.879 -4.899 1.854 0.078 0.064 0.031
```
Forces are in eV/Å.

LUMO (spin up / spin down)   4.18 / 4.17 eV
HOMO (spin up / spin down)   -1.533 / -2.367 eV
2S+1   5
⟨S²⟩   6.0287
E_tot   -5405.439580 a.u.
Net charge   -2